Below is the ion C7H14N with charge +1 at a distorted geometry, with properties calculated with ωB97M-V/def2-TZVPD.

Positions of all 22 atoms, in Å:
H: -0.23 -0.19 1.68
H: -0.86 2.06 -0.36
H: 1.62 1.50 -1.06
C: -2.13 -0.21 0.86
N: -1.17 -1.54 -1.05
H: -1.47 -2.49 -1.05
C: 3.39 -0.03 -0.44
H: 4.07 -0.86 -0.14
H: -3.16 -1.06 -0.87
C: -2.20 -0.64 -0.63
H: -2.14 -1.05 1.54
C: 2.15 0.08 0.39
H: -2.15 0.31 -1.19
H: 3.94 0.93 -0.57
H: -0.21 -1.33 -1.23
H: -3.00 0.56 1.08
C: 1.13 0.96 -0.21
H: 3.12 -0.21 -1.53
C: -0.21 1.34 0.11
H: -1.16 1.12 2.07
C: -0.89 0.51 1.21
H: 2.38 -0.58 1.29

Output
- HOMO (eV) = -12.22
- Kohn-Sham gap (eV) = 5.391
- total charge = +1
- E_tot (eV) = -8965.6667

Atom charges from the natural (NBO) analysis, given in e for atoms 1 to 5:
1 H 0.219
2 H 0.248
3 H 0.244
4 C -0.392
5 N -0.886

Below is a structure of composition C18H28AuNS at a distorted geometry, with properties calculated with ωB97M-V/def2-TZVPD.

Positions of all 49 atoms, in Å:
H: 1.04 -3.47 0.96
H: 2.70 2.13 4.06
H: 1.14 -4.57 -0.44
C: -1.19 -2.53 -0.43
H: -1.28 2.02 5.83
H: 1.74 -2.31 -3.49
C: -3.21 -1.14 -1.21
H: -2.63 -2.58 1.15
H: -3.33 -0.14 -1.66
C: -1.84 -3.21 0.71
Au: 1.11 0.60 0.04
H: -0.17 4.95 -2.38
H: -1.12 -3.46 1.51
H: 0.54 -0.77 0.79
C: -0.92 0.76 4.14
C: 0.40 -1.81 -1.91
C: 1.68 1.74 4.14
H: -2.32 -4.15 0.40
H: -3.84 -1.84 -1.79
C: -1.79 -1.56 -1.27
H: -3.59 -1.12 -0.18
H: -1.21 -0.60 -4.24
C: 1.19 -3.51 -0.13
H: -0.20 -0.47 2.60
C: -0.82 -1.13 -2.21
H: -1.90 0.29 4.09
H: 1.10 2.86 5.87
H: -1.90 0.53 -3.05
C: 1.68 -1.62 -2.63
S: 2.37 0.12 2.03
H: 1.95 1.75 -2.19
C: 0.42 3.11 -1.43
C: 1.59 2.18 -1.25
H: 1.14 4.07 -3.25
H: 0.12 3.42 -0.43
C: 0.74 4.35 -2.26
N: 0.03 0.28 3.27
C: 0.77 2.17 5.10
H: 1.53 4.94 -1.77
H: 2.40 2.57 -0.62
C: 1.32 0.77 3.22
C: 0.16 -2.70 -0.83
H: -0.14 0.53 -3.39
H: -0.37 2.54 -1.94
C: -0.56 1.70 5.07
H: 1.77 -0.59 -3.02
H: 2.53 -1.82 -1.96
C: -1.03 -0.11 -3.27
H: 2.21 -3.17 -0.34

Output
- spin multiplicity = 3
- HOMO (spin up / spin down) (eV) = -14.08 / -14.16
- expectation value of S² = 2.04
- Kohn-Sham gap (spin up / spin down) (eV) = 5.352 / 5.342
- total charge = +2
- E_tot (eV) = -35118.3394

Atom charges from the natural (NBO) analysis, given in e for atoms 1 to 5:
1 H 0.240
2 H 0.272
3 H 0.283
4 C 0.049
5 H 0.276

Below is an isolated molecule of C17H24N2O2, with properties calculated with ωB97M-V/def2-TZVPD.

Positions of all 45 atoms, in Å:
C: -1.37 1.06 -2.41
C: -1.18 -0.49 3.38
H: 2.65 -2.60 3.07
C: -2.28 2.76 -3.85
C: -0.80 0.46 -3.52
H: -0.22 -0.44 -3.40
C: 3.38 -2.03 2.51
H: 3.85 0.54 -1.38
H: -1.84 2.58 -5.94
C: -2.03 0.94 0.06
C: -2.38 -1.35 2.97
O: -3.99 -0.80 1.21
H: -0.09 0.59 -0.79
H: -3.08 0.87 -0.24
C: -2.90 -0.67 1.71
H: 2.31 0.71 -0.55
C: -0.70 0.08 2.04
C: -1.71 2.16 -4.96
H: -0.51 0.52 -5.64
H: -2.86 3.66 -3.97
C: 0.32 -0.89 1.42
N: 1.60 -0.57 1.69
H: 2.69 -0.78 -1.41
C: 3.10 0.01 -0.80
C: 2.72 -1.40 1.28
H: -2.06 -2.36 2.69
C: -2.11 2.22 -2.59
H: -2.57 2.72 -1.75
H: 4.56 -1.22 0.20
H: 3.79 -1.25 3.16
H: -3.15 -1.43 3.73
H: 4.11 0.24 1.09
C: -1.13 0.43 -1.06
H: 4.19 -2.69 2.20
H: -0.26 1.08 2.14
O: -0.02 -1.87 0.79
H: -1.27 -0.65 -1.14
H: -1.51 0.31 4.04
N: -1.92 0.15 1.26
H: -1.80 1.98 0.31
H: 2.29 -2.18 0.65
H: -0.40 -1.06 3.88
C: -0.96 1.00 -4.79
C: 3.72 -0.57 0.47
H: 1.81 0.23 2.25

Output
- structure (SMILES) = CC[C@@H](C)NC(=O)[C@@H]1CCC(=O)N1CCc1ccccc1
- HOMO (eV) = -8.96
- Kohn-Sham gap (eV) = 9.499
- total charge = 0
- E_tot (eV) = -25095.3514

Atom charges from the natural (NBO) analysis, given in e for atoms 1 to 5:
1 C 0.083
2 C -0.389
3 H 0.216
4 C -0.189
5 C -0.237